Record 1
Density functional theory data (the ωB97M-V functional and the def2-TZVPD basis) for a structure of composition C43H76N13O4PS at a distorted geometry.

Structure (XYZ):
```
138
Properties=species:S:1:pos:R:3:mulliken_charge:R:1
C 5.16238 -4.25845 1.99255 -0.761
C 5.73481 -4.47597 0.47647 -0.245
C 6.41550 -3.10734 -0.12641 -0.617
C 5.30821 -1.90381 -0.26139 0.527
C 5.89862 -0.74989 -1.27921 -0.513
C 4.60346 0.01425 -1.91694 0.165
C 4.81547 1.61028 -1.65689 -0.960
C 4.17108 2.06119 -0.20716 0.545
C 2.80566 2.92000 -0.53324 0.135
C 1.67595 1.82988 -0.93671 0.024
C 0.15613 2.24045 -0.52075 -0.212
C -0.76551 0.90656 -0.67888 0.536
C -0.99642 0.26367 0.78299 -1.273
C -1.98354 -1.06217 0.78576 1.655
C -3.58512 -0.79357 0.97969 -0.302
C -4.15791 0.50134 0.19089 -0.274
C -4.79705 0.19473 -1.26155 0.195
N -4.29198 0.68295 -2.56344 -0.510
O -5.89642 -0.52033 -1.26755 -0.684
C -1.49072 -1.73631 2.21945 -0.010
C -1.58704 -0.88293 3.57815 -0.497
S -0.17790 -1.35506 4.71073 -0.156
C 1.29784 -0.45730 3.99344 0.290
C 2.19651 -1.35054 2.97651 -0.536
C -2.20902 -3.17279 2.06240 0.058
O -2.99164 -3.83936 2.82847 -0.636
N -1.74246 -3.56129 0.66146 -0.528
C -1.48444 -2.28614 -0.15684 -0.388
P -2.32714 -2.70489 -1.78996 1.375
N -2.08096 -1.67529 -2.99280 -0.906
O -4.06398 -2.87059 -1.65640 -0.468
O -1.68720 -4.25105 -2.30709 -0.560
H 5.85562 -4.71844 2.79633 0.308
H 4.11084 -4.75911 2.06132 0.196
H 5.03047 -3.13485 2.26257 0.074
H 6.55092 -5.29640 0.44017 0.404
H 4.85836 -4.76426 -0.23491 -0.001
H 7.32113 -2.79342 0.54550 0.200
H 6.85400 -3.39536 -1.17256 0.339
H 4.29300 -2.33068 -0.61631 0.074
H 5.11320 -1.41557 0.78500 -0.549
H 6.54775 -0.00268 -0.68066 0.135
H 6.59105 -1.21766 -2.09592 0.389
H 3.65450 -0.41021 -1.38242 -0.061
H 4.49902 -0.19336 -3.06101 -0.025
H 4.30222 2.16883 -2.54527 0.340
H 5.93547 1.92113 -1.69416 0.341
H 4.92416 2.65528 0.43849 0.274
H 3.94414 1.07305 0.35127 -0.351
H 3.07465 3.59031 -1.44977 -0.401
H 2.51868 3.62193 0.33754 0.072
H 1.92011 0.84344 -0.35971 -0.377
H 1.71392 1.55336 -2.06921 0.112
H -0.26116 3.07270 -1.21067 0.417
H 0.12325 2.53589 0.60783 -0.290
H -1.72016 1.20618 -1.25131 -0.406
H -0.11445 0.13763 -1.28315 0.278
H -1.56079 1.06911 1.42581 0.249
H 0.01301 0.05147 1.31034 -0.522
H -4.23941 -1.70834 0.63963 -0.350
H -3.88532 -0.63633 2.10427 0.385
H -3.41863 1.37959 0.07721 0.312
H -5.04079 0.91430 0.84638 0.367
H -4.72246 0.19017 -3.36474 0.361
H -3.26159 0.63571 -2.64063 0.249
H -0.35280 -1.98993 2.10055 0.019
H -2.57130 -1.21879 4.12468 0.453
H -1.66935 0.26091 3.45872 0.151
H 0.87579 0.49119 3.44820 -0.641
H 1.99933 -0.07398 4.82745 0.492
H 2.02436 -1.08339 1.84832 -0.028
H 3.31969 -1.13246 3.18664 0.248
H 2.03864 -2.49788 3.08920 0.284
H -0.77152 -3.85526 0.90136 0.407
H -0.32193 -2.11727 -0.17345 0.389
H -1.51156 -0.90048 -2.60682 0.250
H -4.25119 -3.77384 -2.05934 0.305
H -0.89625 -4.44799 -1.74351 0.341
C -8.66513 0.63024 -0.58313 0.360
C -9.05745 1.80212 0.27936 0.329
N -9.37172 2.74225 0.97160 -0.560
H -7.57858 0.49397 -0.55248 -0.254
H -9.14692 -0.27845 -0.21962 0.138
H -8.96431 0.80665 -1.60725 0.228
C -5.89229 -3.97578 1.86898 -0.275
C -7.07101 -3.03888 1.95825 0.356
N -8.01472 -2.28862 2.03001 -0.506
H -5.11638 -3.66641 2.57298 0.033
H -6.20678 -4.99340 2.11057 0.409
H -5.48112 -3.96104 0.85688 0.048
C 7.79518 1.50836 2.26438 -1.010
C 6.40920 0.91790 2.20574 0.512
N 5.29850 0.44652 2.15751 -0.404
H 7.95681 2.16357 1.40515 0.259
H 7.91352 2.08854 3.18203 0.362
H 8.54031 0.70988 2.24905 0.297
C 1.08817 6.67814 -0.16594 -0.893
C 1.11517 5.71665 -1.32708 0.648
N 1.13721 4.94619 -2.25688 -0.558
H 0.67314 7.63640 -0.48596 0.372
H 0.47013 6.27312 0.63799 0.195
H 2.10145 6.83644 0.20969 0.282
C 0.73285 3.27062 3.61452 -0.147
C 0.96727 4.73175 3.32614 0.100
N 1.15604 5.90162 3.09511 -0.518
H 1.57167 2.67887 3.24103 0.110
H 0.63817 3.11452 4.69139 0.491
H -0.18478 2.93744 3.12417 0.009
C -13.15181 0.29066 -1.71267 -0.876
C -11.66944 0.49610 -1.52461 0.452
N -10.47376 0.66103 -1.37149 -0.552
H -13.54041 1.01989 -2.42677 0.269
H -13.34283 -0.71580 -2.09157 0.271
H -13.66846 0.41603 -0.75849 0.267
C 5.22012 -8.01693 -1.66671 -0.844
C 6.05183 -6.79557 -1.96610 0.454
N 6.72627 -5.81289 -2.21299 -0.465
H 4.29497 -7.72312 -1.16600 0.266
H 4.97325 -8.53546 -2.59562 0.318
H 5.77686 -8.69573 -1.01696 0.287
C 3.49190 -2.39380 -5.27056 -0.813
C 3.27651 -3.12359 -3.96894 0.454
N 3.10245 -3.71033 -2.92549 -0.467
H 3.19392 -1.34842 -5.16443 0.251
H 4.54662 -2.43696 -5.55079 0.274
H 2.89449 -2.85625 -6.05929 0.336
C 5.56669 5.34983 -2.66717 -0.717
C 6.32415 4.81560 -1.47779 0.528
N 6.93038 4.38728 -0.52520 -0.495
H 4.52980 5.00769 -2.63209 0.115
H 5.58202 6.44183 -2.65778 0.338
H 6.02786 4.99502 -3.59147 0.273
C -8.42306 6.20328 1.05800 -0.667
C -7.59831 7.42654 0.74438 0.287
N -6.93798 8.40602 0.49327 -0.403
H -9.34398 6.49587 1.56679 0.269
H -8.67778 5.67934 0.13441 0.245
H -7.85774 5.52919 1.70493 0.256
```

Calculated values
* LUMO level: -0.0034 Eh
* orbital gap: 8.872 eV
* net charge: 0
* total energy: -3435.8353 hartree


Record 2
Density functional theory data (the ωB97M-V functional and the def2-TZVPD basis) for a cluster of 11 separate species, C43H78F36N11O27S12 in total at a distorted geometry.

Structure (XYZ):
```
207
Properties=species:S:1:pos:R:3:mulliken_charge:R:1
C 9.83534 15.30435 9.63073 -0.448
N 9.58873 15.16907 11.13985 0.665
C 10.54286 14.10188 11.75416 -0.537
C 9.90413 16.56217 11.72408 0.559
C 8.05636 14.80127 11.32202 1.280
C 7.64597 14.91557 12.75230 -0.904
O 7.40711 16.22220 13.10062 2.209
H 9.71701 14.36455 9.09141 0.388
H 10.86276 15.66764 9.60767 0.264
H 9.22496 16.04410 9.11274 -0.238
H 11.54206 14.27356 11.35389 0.453
H 10.15509 13.13924 11.42093 0.119
H 10.61815 14.26730 12.82890 -0.103
H 9.90381 16.53603 12.81377 -0.781
H 9.18782 17.31454 11.39401 -0.114
H 10.96446 16.73421 11.53914 0.420
H 8.00854 13.76782 10.97882 -1.118
H 7.47570 15.46372 10.68008 -0.219
H 8.45151 14.53689 13.38142 -0.011
H 6.81747 14.31016 13.11995 0.377
H 6.68197 16.45831 12.51750 -0.859
C 5.80250 18.12286 17.66851 -0.984
N 5.25030 17.21752 16.50813 0.484
C 3.87643 16.70300 16.94640 -0.841
C 5.06339 18.06442 15.25182 -0.690
C 6.19806 16.05223 16.21861 0.453
C 6.75590 15.25231 17.45933 -0.718
O 5.60193 14.61946 18.03418 -0.538
H 6.71252 18.48513 17.19027 0.448
H 5.98251 17.57481 18.59336 0.345
H 5.09085 18.92102 17.87968 0.363
H 3.20189 17.55901 16.96463 0.410
H 3.95741 16.33073 17.96765 0.398
H 3.46462 15.95193 16.27229 0.215
H 4.90663 17.34839 14.44508 0.171
H 6.01931 18.54509 15.04381 -0.083
H 4.45985 18.92549 15.53885 0.599
H 7.07885 16.36389 15.65720 -0.362
H 5.72875 15.47301 15.42340 0.312
H 7.43431 15.85736 18.06080 0.452
H 7.44216 14.46546 17.14627 0.203
H 5.92650 13.93014 18.61821 0.357
C 3.68334 11.93689 7.59911 -0.875
N 4.72258 13.12599 7.47821 0.435
C 5.96058 12.67729 6.68206 -1.315
C 3.94068 14.23096 6.68838 -0.673
C 5.11457 13.69861 8.86823 0.968
C 5.82940 12.64328 9.66244 -0.639
O 7.18369 12.43727 9.18860 0.579
H 2.76870 12.37736 7.99601 0.371
H 4.10657 11.18309 8.26301 0.241
H 3.52976 11.56682 6.58542 0.392
H 6.68241 13.48404 6.80945 0.371
H 5.64069 12.68002 5.64006 0.482
H 6.26663 11.69859 7.05165 0.407
H 4.60617 15.08791 6.58414 0.114
H 3.02285 14.48830 7.21703 0.359
H 3.69568 13.88086 5.68563 0.387
H 4.23802 14.01901 9.43134 0.248
H 5.81440 14.52392 8.73710 -0.717
H 5.26301 11.73018 9.84560 0.458
H 5.85192 13.00332 10.69101 -0.132
H 7.35244 11.49439 9.12443 0.124
C 11.22174 19.07966 9.12514 -0.595
C 12.58592 19.67059 9.61818 -0.675
C 12.81913 19.23668 11.07925 -0.505
N 14.24217 19.42834 11.56920 1.132
C 15.29167 18.73493 10.73460 -1.411
C 14.55185 20.91860 11.81118 -0.701
C 15.04769 21.11583 13.28816 -1.012
C 14.34860 19.95712 13.98570 0.015
C 14.33105 18.75452 13.02172 0.049
H 10.89850 19.46090 8.15649 0.568
H 10.46522 19.19728 9.90100 0.166
H 11.32446 17.99846 9.03266 -0.237
H 12.66035 20.75460 9.53172 0.434
H 13.38345 19.36137 8.94257 0.375
H 12.79251 18.15004 11.16050 -0.415
H 12.15811 19.65806 11.83660 0.786
H 15.35216 19.23041 9.76561 0.399
H 14.96741 17.69623 10.67089 0.415
H 16.28618 18.82690 11.17117 0.528
H 15.30493 21.32449 11.13574 0.313
H 13.61137 21.44481 11.64771 0.426
H 16.12639 21.26993 13.31552 0.334
H 14.75242 22.11468 13.60942 0.437
H 14.87744 19.78637 14.92340 0.931
H 13.37205 20.37207 14.23523 -0.430
H 15.25429 18.19198 13.16056 0.368
H 13.53768 18.05272 13.27891 -0.677
C 15.37801 12.13644 17.29694 -1.393
C 14.48867 10.93296 17.28144 -0.429
C 13.07979 11.43602 17.01652 -0.135
N 12.11670 10.22455 16.74551 0.367
C 12.20980 9.10492 17.86411 -1.097
C 12.45200 9.47448 15.36165 -0.836
C 11.64284 10.19302 14.30802 -0.089
C 10.61313 10.98738 15.00357 0.825
C 10.68381 10.70855 16.47223 -1.085
H 15.27973 12.74640 18.19493 0.403
H 15.17698 12.82198 16.47370 0.208
H 16.42292 11.83794 17.38161 0.388
H 14.47621 10.46982 18.26808 0.467
H 14.83357 10.17265 16.58067 0.391
H 12.82392 12.05010 16.15307 -0.217
H 12.58268 11.94209 17.84409 0.489
H 11.61479 8.21407 17.66302 0.415
H 11.91457 9.58396 18.79764 0.396
H 13.23268 8.77787 18.05081 0.345
H 12.09079 8.45969 15.52848 0.464
H 13.50700 9.43864 15.08999 0.280
H 11.14643 9.39698 13.75304 0.195
H 12.20024 10.77952 13.57767 0.191
H 9.71777 10.46994 14.65906 0.535
H 10.63662 12.02730 14.67783 -0.901
H 10.02527 9.84508 16.56630 0.407
H 10.49291 11.55469 17.13230 0.380
C 8.58011 9.59450 11.67015 0.520
F 8.41846 8.98821 12.79953 -0.262
F 8.60033 10.93154 11.80255 0.024
F 9.68383 9.21623 11.20678 -0.232
S 7.08576 9.16969 10.39218 0.760
O 7.00262 7.68940 10.29893 -0.631
O 5.83552 9.75760 10.83483 -0.659
N 7.66690 9.98276 9.00738 -0.607
S 8.17309 8.85914 8.08397 0.939
O 9.30214 8.06924 8.58996 -0.631
O 7.14290 8.14240 7.36941 -0.724
C 8.86714 10.10560 6.75436 0.649
F 7.84456 10.52619 6.01279 -0.217
F 9.44165 11.09702 7.37857 -0.157
F 9.78027 9.46955 6.06072 -0.227
C 6.28685 19.72079 11.92813 0.445
F 7.54229 19.50454 12.53469 -0.215
F 5.27808 19.77061 12.79129 -0.228
F 6.30594 20.94424 11.30663 -0.236
S 5.94587 18.41570 10.60462 0.618
O 4.97102 19.01748 9.69349 -0.567
O 7.22663 18.16074 9.94678 -0.287
N 5.44264 17.02420 11.61896 -0.701
S 3.96367 16.90420 11.22430 1.028
O 3.00553 17.91381 11.62188 -0.761
O 3.81598 16.48710 9.84761 -0.477
C 3.41555 15.34496 12.17498 0.474
F 3.31457 15.65707 13.51789 -0.231
F 2.29559 14.97465 11.65511 -0.205
F 4.30909 14.38141 12.07632 -0.105
C 17.25614 13.21372 9.98505 0.401
F 16.58658 12.46943 10.84448 -0.159
F 18.35042 13.54282 10.67731 -0.229
F 17.57261 12.46132 8.93097 -0.220
S 16.35783 14.82972 9.34377 1.123
O 15.83713 15.38870 10.58333 -0.474
O 17.38774 15.61642 8.64939 -0.638
N 15.05399 14.12026 8.30065 -0.505
S 14.46526 15.44385 7.70899 0.931
O 14.14402 16.55028 8.58868 -0.451
O 15.11485 15.87893 6.48850 -0.718
C 12.73268 14.80601 7.13394 0.352
F 12.86342 14.05504 6.06123 -0.199
F 12.22170 13.98342 8.12536 -0.150
F 11.87622 15.84927 7.01276 -0.043
C 6.54144 18.31699 5.76809 0.402
F 7.09831 18.83383 4.67954 -0.187
F 6.51227 19.22363 6.76236 -0.157
F 5.28560 17.83412 5.45687 -0.200
S 7.56482 16.74624 6.51733 1.046
O 8.74616 17.34487 7.13277 -0.517
O 6.69234 16.06407 7.46085 -0.661
N 7.85920 15.88325 5.01264 -0.617
S 9.26832 15.26801 5.21317 0.955
O 10.39665 16.10427 4.74010 -0.695
O 9.55834 14.58047 6.50140 -0.166
C 9.10171 13.72160 3.97044 0.421
F 8.73981 14.07180 2.71276 -0.252
F 10.20230 13.07776 3.86992 -0.190
F 8.18743 12.89022 4.51798 -0.190
C 14.27425 13.23635 13.23600 0.105
F 14.30157 12.20399 14.11589 -0.117
F 15.53575 13.45089 12.87740 -0.203
F 13.60229 12.88880 12.11490 -0.137
S 13.55682 14.88043 14.06685 0.270
O 14.67841 15.44935 14.79764 -0.658
O 12.98962 15.65262 12.90387 0.429
N 12.20632 14.31182 15.00321 -0.128
S 12.12300 15.36468 16.11418 0.579
O 12.88531 15.01425 17.31274 -0.737
O 12.30340 16.78164 15.68490 -0.148
C 10.15502 15.15236 16.53559 -0.121
F 9.80054 13.90007 16.92744 -0.176
F 9.88636 15.90734 17.62051 -0.182
F 9.32922 15.59241 15.51591 0.171
C 9.58832 19.61710 14.89839 0.105
F 9.08477 20.70689 14.22109 -0.255
F 8.65762 18.69691 15.23389 0.087
F 10.48396 19.01266 14.06860 0.077
S 10.39156 20.28602 16.53827 0.963
O 9.42200 21.17109 17.18377 -0.680
O 10.69041 19.08640 17.30352 -0.493
N 11.76498 21.26398 16.00307 -0.269
S 12.63304 21.14582 17.20069 0.849
O 11.96188 21.27031 18.51626 -0.615
O 13.69633 20.10217 17.19393 -0.607
C 13.60393 22.73701 16.98926 0.498
F 14.37583 22.90926 18.12300 -0.242
F 14.36322 22.70633 15.93609 -0.182
F 12.81790 23.82368 16.84196 -0.248
```

Calculated values
* LUMO level: 0.0138 Eh
* orbital gap: 7.211 eV
* net charge: -1
* total energy: -12691.9738 hartree
* energy relative to the best compared isomer or geometry (same formula, charge and spin): 0.0 kcal per mole